Entry from the Open Molecules 2025 dataset: C60H41N14O7PbS as an isolated structure in a non-equilibrium geometry (ωB97M-V/def2-TZVPD).

Geometry as XYZ:
```
124
Properties=species:S:1:pos:R:3:forces:R:3
Pb -0.030800 0.229700 0.200700 -0.562 1.089 0.545
C -4.637500 -6.279200 -1.064500 -0.054 -0.083 -0.019
C -5.024400 -5.023500 -1.500400 -0.131 -0.052 -0.082
C -4.215900 -3.925100 -1.265400 0.081 -0.021 0.069
C -3.006300 -4.062500 -0.594100 -0.067 -0.115 -0.063
C -2.618400 -5.335500 -0.177900 -0.050 0.081 -0.163
C -3.428900 -6.432700 -0.403600 -0.013 -0.142 0.023
C -2.131800 -2.890700 -0.307000 -0.222 -0.004 0.339
C -1.419400 -2.388100 -1.423400 0.592 0.203 -0.028
C -1.565500 -2.899200 -2.761300 0.109 -0.026 -0.320
C -0.660300 -2.247400 -3.536600 -0.228 -0.073 -0.019
C 0.049800 -1.349200 -2.672200 0.347 0.244 -0.457
C 1.152800 -0.596900 -3.071300 -0.505 -0.394 0.074
C 1.479700 -0.566500 -4.516300 0.032 -0.001 -0.280
C 2.499900 -1.364800 -5.022900 -0.047 -0.022 0.036
C 2.859900 -1.280900 -6.355800 0.104 -0.040 -0.070
C 2.206400 -0.394400 -7.196900 -0.018 -0.017 -0.079
C 1.180500 0.394200 -6.702100 -0.033 0.067 -0.114
C 0.814900 0.306100 -5.369100 -0.020 -0.054 0.108
C 2.079400 0.045100 -2.240400 0.456 0.348 0.043
N 2.031900 0.062200 -0.890100 0.694 -0.527 -0.148
C 3.185000 0.602800 -0.444000 -0.029 0.115 -0.598
C 3.576600 0.653500 0.907900 -0.496 -0.379 0.844
C 4.924000 1.181400 1.200100 0.241 0.083 0.055
C 6.051400 0.611800 0.612300 0.021 -0.056 0.055
C 7.314900 1.102100 0.888200 0.139 -0.055 -0.035
C 7.473000 2.162900 1.764800 0.055 0.091 -0.013
C 6.358100 2.739400 2.349900 0.103 0.049 0.089
C 5.092800 2.257700 2.069000 -0.078 -0.032 -0.104
C 2.812700 0.194000 1.984400 0.693 0.152 -0.376
C 3.294000 0.075200 3.334800 -0.062 -0.039 0.209
C 2.270500 -0.402000 4.085700 0.339 0.123 0.006
C 1.149000 -0.564900 3.194400 0.252 -0.044 -0.573
N 1.516500 -0.219700 1.947100 -0.166 -0.545 0.416
C -0.161400 -0.923400 3.609500 -0.567 0.035 -0.020
C -1.224100 -1.216300 2.777300 0.904 -0.115 0.037
C -3.066100 -2.587100 3.331200 -0.810 -0.503 -0.410
C -2.829600 -3.250400 2.047500 -0.669 0.218 -0.347
C -2.026900 -2.494000 1.021900 -0.054 -0.276 -0.105
N -1.174700 -1.581000 1.494700 0.218 -0.342 0.074
C -0.327300 -1.120000 5.075100 0.257 -0.223 0.342
C -0.108800 -0.109000 6.004900 -0.072 -0.178 -0.096
C -0.110900 -0.391600 7.356800 0.060 0.205 0.070
C -0.307800 -1.685000 7.808100 -0.063 -0.062 0.122
C -0.518200 -2.698800 6.890400 0.004 -0.087 0.110
C -0.510000 -2.423700 5.536700 0.111 0.115 -0.043
C 3.977100 1.026200 -1.567100 -0.089 0.099 0.260
C 3.288700 0.678600 -2.686600 -0.213 -0.088 -0.051
N -0.457500 -1.447100 -1.410900 -0.005 -0.821 0.298
H -5.275300 -7.134500 -1.238100 -0.033 -0.046 -0.014
H -5.964000 -4.899200 -2.020000 -0.074 0.019 -0.019
H -4.528300 -2.946300 -1.600100 -0.037 0.098 -0.015
H -1.675200 -5.449100 0.334700 0.131 -0.014 0.077
H -3.120500 -7.411800 -0.061000 0.023 -0.023 0.002
H -2.247600 -3.670300 -3.066200 -0.056 -0.138 -0.055
H -0.463000 -2.383200 -4.585100 -0.022 -0.026 -0.115
H 3.006400 -2.051600 -4.359600 0.071 -0.022 0.067
H 3.665000 -1.895000 -6.737900 -0.004 -0.048 -0.007
H 2.493700 -0.326800 -8.237000 0.011 0.035 -0.056
H 0.672300 1.090900 -7.354500 -0.054 0.022 -0.028
H 0.016100 0.916100 -4.969400 -0.059 0.073 -0.019
H 5.933100 -0.230400 -0.054600 -0.030 -0.052 -0.038
H 8.181100 0.651900 0.420200 0.014 -0.031 0.008
H 8.458800 2.548400 1.981500 0.091 0.012 0.023
H 6.473500 3.568600 3.033700 0.002 0.080 0.021
H 4.219000 2.725000 2.496500 -0.128 0.013 0.089
H 4.288600 0.315700 3.654500 0.179 -0.010 0.131
H 2.270800 -0.617900 5.136900 0.053 -0.071 0.110
H -3.899300 -2.777200 3.999300 0.105 0.180 -0.043
H -3.518700 -4.012700 1.709000 0.018 0.116 0.069
H 0.056000 0.901400 5.665900 0.043 0.132 0.034
H 0.051000 0.410800 8.061200 0.029 0.076 0.119
H -0.285800 -1.904300 8.865900 -0.045 0.009 0.096
H -0.684800 -3.711000 7.233200 0.041 -0.084 0.007
H -0.639500 -3.222700 4.821400 0.028 0.015 0.011
H 4.919000 1.536400 -1.507200 0.157 0.043 -0.048
H 3.577300 0.827100 -3.710800 0.060 0.045 -0.114
N -3.570600 -0.010500 -3.025800 -0.041 -0.003 0.387
C -3.370300 -0.135100 -1.701300 -0.070 0.173 -0.316
N -2.414700 0.669000 -1.326400 -0.006 0.043 0.117
C -2.036100 1.291300 -2.470900 -0.978 -0.761 -0.040
N -2.730000 0.897700 -3.523100 0.488 0.520 -0.618
C -1.012400 2.317500 -2.502700 0.423 0.827 -0.457
C -0.987300 3.283400 -3.514100 -0.110 -0.411 0.196
N -0.052500 4.214300 -3.556700 0.066 0.300 -0.139
C 0.838600 4.221800 -2.573800 0.053 -0.101 0.062
C 0.808300 3.285000 -1.545900 0.192 0.182 -0.306
N -0.106400 2.332600 -1.529100 -0.396 0.157 -0.446
H -4.201900 -0.499000 -3.639200 0.051 0.024 0.121
H -3.920500 -0.786500 -1.057700 -0.232 -0.241 0.172
H -1.737300 3.289000 -4.292800 -0.075 -0.057 -0.034
H 1.594700 4.993000 -2.623800 0.107 0.016 0.133
H 1.511200 3.284900 -0.723500 0.054 0.089 -0.078
C -0.572400 5.548000 1.924100 0.063 0.261 -0.337
N -0.617100 4.389600 2.768200 0.182 -0.718 0.192
C -1.604700 4.058700 3.665800 -0.324 -0.188 0.450
C -1.325100 2.835400 4.161500 -0.225 0.310 0.165
N -0.145300 2.428000 3.589000 -0.133 0.645 -0.155
C 0.259200 3.357900 2.691700 0.078 0.162 0.391
S 1.639300 3.322900 1.773300 0.802 -0.056 -0.479
H -0.992800 6.406200 2.449200 0.006 -0.066 0.013
H -1.134500 5.363000 1.005000 0.018 0.047 0.074
H 0.470400 5.739200 1.662000 -0.133 0.018 0.073
H -2.413600 4.726700 3.877700 -0.198 0.053 0.016
H -1.871800 2.211900 4.839500 -0.120 -0.136 0.097
H 0.199600 1.477900 3.589900 0.040 0.156 -0.091
O -7.796800 0.504300 0.921600 -0.173 -0.039 -0.019
N -7.053100 -0.242300 1.545900 -0.642 -0.156 -0.132
O -7.434300 -1.272300 2.089100 -0.134 -0.078 0.066
C -5.690400 0.094400 1.631100 1.272 0.280 0.037
C -5.203600 1.189500 0.935400 -0.143 0.073 0.067
C -3.883500 1.550600 1.065200 -0.460 -0.974 0.743
C -2.945200 0.814400 1.890800 -0.073 0.186 -0.043
O -1.768300 1.154200 2.036600 -0.175 -0.059 0.118
C -3.491000 -0.394900 2.492900 -0.670 0.520 -0.585
C -4.815200 -0.699100 2.403200 -0.005 -0.052 -0.037
N -2.602600 -1.188400 3.377900 -0.318 -0.032 -0.687
O -2.695800 -0.661900 4.589500 -0.126 0.410 1.270
O -2.117600 -3.579900 3.224900 0.939 -0.493 0.643
N -3.448900 2.666300 0.306300 -0.032 0.777 -0.504
O -2.528700 3.354300 0.699900 0.209 -0.020 0.124
O -4.055700 2.903200 -0.732700 -0.139 0.176 -0.172
H -5.859300 1.772000 0.304700 0.013 -0.032 0.035
H -5.258800 -1.538500 2.916200 0.071 -0.032 0.006
```
Positions in Å, forces in eV/Å.

Calculated values
* charge: -1
* total energy: -114156.69892 eV
* relative energy (zero: lowest compared OMol25 entry of this formula, charge and spin): 140.84 kJ/mol
* HOMO energy: -4.3 eV